81
Properties=species:S:1:pos:R:3 method="wB97M-V/def2-TZVPD" fmax_ev_per_a=0.6 s2=3.7904 homo_lumo_gap_ev="7.0 / 6.9" energy_ha=-4449.83732 de_lowest_kcal_mol=9.0 spin_multiplicity=4
Cr -0.054 0.106 -0.231
C -4.358 1.063 -0.345
C -2.998 0.504 -0.669
N -2.037 0.536 0.207
N -2.378 1.117 1.436
C -1.384 1.363 2.212
S 0.297 1.068 1.952
S -1.695 2.122 3.772
C -3.452 1.751 4.054
C -3.678 0.380 4.631
C -3.433 0.141 5.980
C -3.603 -1.122 6.521
C -4.024 -2.172 5.716
C -4.278 -1.944 4.372
C -4.104 -0.677 3.833
C -2.810 -0.049 -2.018
C -3.796 0.193 -2.992
C -3.719 -0.330 -4.262
C -2.638 -1.152 -4.590
C -1.653 -1.406 -3.668
C -1.693 -0.835 -2.382
O -0.697 -1.084 -1.571
H -4.491 1.175 0.722
H -5.136 0.423 -0.754
H -4.458 2.053 -0.796
H -3.980 1.890 3.113
H -3.775 2.521 4.756
H -3.102 0.957 6.612
H -3.406 -1.290 7.571
H -4.157 -3.161 6.136
H -4.617 -2.754 3.739
H -4.292 -0.504 2.784
H -4.638 0.825 -2.751
H -4.486 -0.110 -4.990
H -2.569 -1.584 -5.580
H -0.801 -2.028 -3.905
N 2.139 2.478 -3.163
C 1.631 1.691 -2.185
S 0.006 1.988 -1.690
N 2.485 0.814 -1.687
N 1.921 0.021 -0.745
C 2.666 -0.771 -0.051
C 4.145 -0.770 -0.063
C 4.882 -0.912 -1.234
C 6.266 -0.875 -1.190
C 6.926 -0.680 0.016
C 6.196 -0.528 1.185
C 4.811 -0.578 1.146
C 1.920 -1.749 0.785
C 2.523 -2.784 1.486
C 1.719 -3.694 2.155
C 0.342 -3.563 2.101
C -0.188 -2.507 1.377
N 0.582 -1.632 0.748
H 1.507 3.036 -3.708
H 3.026 2.220 -3.559
H 4.367 -1.049 -2.174
H 6.833 -0.990 -2.104
H 8.007 -0.642 0.042
H 6.702 -0.365 2.128
H 4.241 -0.444 2.057
H 3.598 -2.879 1.494
H 2.170 -4.508 2.707
H -0.315 -4.257 2.603
H -1.256 -2.343 1.298
C 2.414 5.494 -1.109
O 2.663 5.188 0.258
P 1.920 3.825 0.820
O 2.422 4.014 2.360
C 3.356 3.071 2.866
O 0.394 4.350 0.952
C 0.050 5.443 1.802
H 2.633 6.551 -1.254
H 1.371 5.310 -1.380
H 3.056 4.899 -1.763
H 3.026 2.047 2.674
H 3.417 3.224 3.942
H 4.345 3.223 2.428
H -0.965 5.738 1.543
H 0.729 6.284 1.653
H 0.084 5.130 2.846

76
Properties=species:S:1:pos:R:3 method="wB97M-V/def2-TZVPD" fmax_ev_per_a=1.3 homo_lumo_gap_ev=6.6 charge=+1 energy_ha=-2904.99119 spin_multiplicity=1
C -5.679 0.682 3.258
C -5.170 -0.344 2.583
C -3.728 -0.669 2.619
C -3.136 -1.055 3.792
C -1.781 -1.352 3.856
C -1.225 -1.793 5.191
C -2.140 -2.868 5.780
O -3.129 -2.620 6.390
I -1.546 -4.879 5.423
C -1.028 -1.260 2.670
P 0.762 -1.617 2.868
O 0.958 -2.997 3.286
O 1.210 -0.603 4.027
O 1.630 -1.211 1.609
C -1.667 -0.941 1.484
C -0.926 -0.987 0.182
C -0.466 -2.402 -0.218
O 0.425 -2.557 -0.980
I -1.438 -4.113 0.649
N -2.992 -0.609 1.476
C -3.670 -0.128 0.252
I -3.977 -1.669 -1.210
C -3.014 1.194 -0.246
C -2.864 1.389 -1.746
H -6.681 1.018 3.029
H -5.116 1.168 4.043
H -5.796 -0.996 1.981
H -3.740 -1.129 4.686
H -0.222 -2.198 5.132
H -1.282 -0.953 5.887
H 1.287 0.313 3.724
H 1.770 -0.269 1.433
H -1.532 -0.663 -0.656
H -0.040 -0.358 0.188
H -4.686 0.128 0.505
H -3.631 2.007 0.142
H -2.042 1.286 0.238
H -2.555 2.421 -1.922
H -2.088 0.764 -2.189
H -3.803 1.251 -2.279
C -0.593 0.415 -7.507
C 0.559 -0.154 -6.981
C 0.621 -0.480 -5.633
C -0.474 -0.242 -4.815
C -1.627 0.324 -5.341
C -1.686 0.656 -6.687
H -0.639 0.671 -8.557
H 1.409 -0.343 -7.622
H 1.521 -0.919 -5.222
H -0.425 -0.502 -3.763
H -2.483 0.507 -4.702
H -2.584 1.101 -7.097
C 3.422 -1.806 -1.332
C 3.364 -0.569 -1.958
C 4.531 0.044 -2.397
C 5.754 -0.587 -2.222
C 5.812 -1.830 -1.605
C 4.647 -2.436 -1.156
H 2.509 -2.261 -0.978
H 2.407 -0.077 -2.104
H 4.487 1.014 -2.878
H 6.662 -0.110 -2.567
H 6.765 -2.323 -1.470
H 4.692 -3.400 -0.665
C 2.613 4.539 2.448
C 1.674 3.674 1.904
C 2.073 2.711 0.984
C 3.407 2.609 0.609
C 4.342 3.477 1.154
C 3.945 4.441 2.071
H 2.306 5.292 3.161
H 0.633 3.756 2.193
H 1.330 2.045 0.550
H 3.716 1.859 -0.109
H 5.381 3.402 0.863
H 4.675 5.119 2.492